Entry 1:
DFT (the ωB97M-V functional and the def2-TZVPD basis) results for a molecular structure, C6H5NO3 in a non-equilibrium geometry.

```
15
Properties=species:S:1:pos:R:3:mulliken_charge:R:1
O 2.490 1.683 -0.301 -0.54
C 2.298 0.518 -0.139 0.53
O 2.951 -0.322 0.682 -0.33
C 2.091 -1.450 0.334 -0.48
C 1.347 -0.560 -0.682 0.30
C -0.075 -0.325 -0.516 -0.41
C -1.256 -0.104 -0.380 0.07
C -2.677 0.173 -0.265 0.40
N -3.466 -0.647 0.389 -0.65
H 2.675 -2.271 -0.089 0.26
H 1.504 -1.770 1.202 0.32
H 1.588 -0.804 -1.727 0.34
O -2.953 1.363 0.216 -0.57
H -3.303 -1.622 0.157 0.22
H -3.788 0.810 0.964 0.54
```

Properties
energy relative to the best compared isomer or geometry (same formula, charge and spin)	121.4	kcal/mol
Kohn-Sham gap	0.3579	hartree


Entry 2:
DFT (the ωB97M-V functional and the def2-TZVPD basis) results for a molecular structure, C32H28F5N6OSiTl in a non-equilibrium geometry.

```
74
Properties=species:S:1:pos:R:3:mulliken_charge:R:1
Tl 0.261 -0.057 -0.732 2.04
C -4.613 -1.807 1.457 -0.71
C -4.002 -1.105 2.481 -0.86
C -2.625 -0.768 2.421 0.15
C -1.870 -1.169 1.361 0.16
C -2.487 -1.877 0.281 -0.44
C -3.848 -2.154 0.347 -1.06
N -0.509 -0.750 1.253 0.56
C 0.362 -0.864 2.264 1.37
C 0.065 -1.617 3.445 -0.61
C 0.998 -1.748 4.421 -0.69
C 2.239 -1.177 4.421 -0.93
C 2.583 -0.387 3.342 -0.61
C 1.693 -0.297 2.224 -0.67
N 2.008 0.319 1.082 1.77
N 3.139 0.888 0.945 -1.74
C 3.345 1.411 -0.420 0.18
C 4.607 1.998 -0.661 -0.88
C 4.894 2.388 -1.958 -0.50
C 3.821 2.389 -2.887 -0.67
C 2.637 1.856 -2.511 -0.45
N 2.420 1.283 -1.310 0.31
H -5.691 -1.930 1.500 0.40
H -4.543 -0.710 3.350 0.34
H -2.205 -0.108 3.173 0.46
H -1.891 -2.099 -0.550 0.59
H -4.283 -2.732 -0.469 0.39
H -0.889 -2.104 3.572 0.51
H 0.722 -2.420 5.280 0.27
H 2.912 -1.350 5.256 0.40
H 3.588 0.043 3.285 0.48
H 5.304 1.881 0.109 0.55
H 5.809 2.800 -2.272 0.46
H 3.986 2.876 -3.860 0.38
H 1.763 1.948 -3.169 0.39
C -1.393 -2.186 -3.822 -1.44
C -1.786 -0.781 -3.609 0.68
C -2.653 -0.121 -4.496 -0.83
C -2.900 1.254 -4.296 -0.65
C -2.443 1.883 -3.158 -0.77
C -1.498 1.207 -2.366 0.50
N -1.219 -0.084 -2.556 -0.14
N -0.914 1.701 -1.302 0.17
Si -1.375 2.995 -0.194 -0.10
C -2.735 2.383 0.996 -0.79
C 0.172 3.459 0.706 -0.55
C -2.193 4.490 -1.009 -1.35
H -0.487 -2.456 -3.348 0.15
H -1.434 -2.264 -4.911 0.54
H -2.221 -2.899 -3.450 0.20
H -3.138 -0.649 -5.281 0.52
H -3.509 1.857 -4.941 0.47
H -2.681 2.917 -2.924 0.21
H -2.200 1.802 1.715 0.02
H -3.428 1.751 0.494 0.34
H -3.179 3.232 1.523 0.51
H -0.160 4.334 1.392 0.35
H 1.117 3.700 0.135 0.20
H 0.452 2.588 1.353 0.04
H -3.173 4.171 -1.354 0.37
H -1.627 4.945 -1.809 0.35
H -2.256 5.257 -0.282 0.40
F 3.459 -4.099 3.282 -0.38
C 2.985 -3.689 2.055 0.45
C 1.719 -4.046 1.600 0.03
F 0.925 -4.817 2.323 -0.37
C 1.177 -3.445 0.442 0.24
F -0.113 -3.706 0.181 -0.38
C 1.806 -2.517 -0.342 0.89
O 1.285 -1.892 -1.350 -0.91
C 3.151 -2.301 0.064 0.01
F 4.015 -1.582 -0.749 -0.50
C 3.723 -2.777 1.269 0.60
F 5.030 -2.470 1.550 -0.40
```

Properties
energy relative to the best compared isomer or geometry (same formula, charge and spin)	0.0	kcal/mol
Kohn-Sham gap	0.2309	hartree


Entry 3:
DFT (the ωB97M-V functional and the def2-TZVPD basis) results for 11 unconnected molecules or ions with the total composition C34H66O22 in a non-equilibrium geometry.

```
122
Properties=species:S:1:pos:R:3:mulliken_charge:R:1
C 0.034 3.911 -0.127 0.16
C 0.409 4.406 1.137 -0.81
C -0.380 5.388 1.761 0.66
C -1.453 5.968 1.076 -0.71
C -1.727 5.552 -0.204 -0.71
C -1.039 4.479 -0.787 -0.01
O -1.527 4.026 -1.985 -0.57
O -0.079 5.813 3.023 -0.53
H 0.562 3.088 -0.635 0.53
H 1.293 4.083 1.670 0.77
H -1.965 6.821 1.503 0.32
H -2.550 6.021 -0.736 0.40
H -0.841 3.812 -2.664 0.14
H -0.607 6.601 3.265 0.29
C -2.790 0.976 3.802 0.00
C -3.929 1.744 3.679 -0.87
C -4.016 2.542 2.560 1.02
C -3.017 2.554 1.592 -1.20
C -1.882 1.756 1.741 0.69
C -1.757 0.966 2.856 -0.75
O -0.749 0.098 3.142 -0.77
O -5.143 3.334 2.429 -0.67
H -2.682 0.307 4.654 0.47
H -4.734 1.724 4.432 0.39
H -3.090 3.276 0.754 -0.01
H -1.110 1.710 0.998 0.93
H -0.131 -0.032 2.396 -0.17
H -4.919 4.088 1.837 0.34
C -3.106 -1.087 -2.690 -0.51
C -3.669 -1.574 -1.494 -0.33
C -4.278 -0.682 -0.591 0.11
C -4.295 0.673 -0.888 -0.69
C -3.715 1.161 -2.038 -0.21
C -3.093 0.310 -2.895 0.10
O -2.373 0.998 -3.856 -0.48
O -4.871 -1.185 0.525 -0.72
H -2.550 -1.736 -3.327 0.52
H -3.659 -2.636 -1.301 0.45
H -4.728 1.345 -0.126 0.44
H -3.585 2.205 -2.131 0.53
H -2.376 0.616 -4.726 0.29
H -4.768 -2.174 0.487 0.35
C 0.293 -5.594 -2.418 -0.64
C 0.169 -4.301 -1.648 0.25
O 1.175 -4.232 -0.721 -0.39
O -0.888 -5.926 -3.154 -0.57
H 0.490 -6.367 -1.686 0.36
H 1.215 -5.519 -3.051 0.28
H -0.826 -4.232 -1.214 -0.10
H 0.306 -3.459 -2.328 0.13
H 1.007 -4.917 -0.040 0.27
H -0.781 -5.489 -4.012 0.34
C 4.287 -0.186 0.178 -0.69
C 4.333 -1.725 0.100 -0.53
O 3.079 -2.185 -0.416 -0.24
O 3.134 0.340 0.852 -0.29
H 4.429 0.212 -0.848 0.25
H 5.163 0.221 0.686 0.54
H 4.450 -2.058 1.144 0.29
H 5.111 -1.864 -0.622 0.36
H 2.670 -2.973 -0.064 0.02
H 3.309 1.268 1.054 0.10
C -3.180 -2.409 2.931 -0.10
C -2.690 -3.090 1.664 -0.78
O -3.702 -3.633 0.819 -0.59
O -3.764 -3.321 3.762 -0.59
H -3.671 -1.499 2.666 0.37
H -2.255 -1.937 3.397 0.02
H -2.041 -3.880 2.070 0.73
H -2.130 -2.423 1.003 0.29
H -3.990 -4.466 1.177 0.34
H -4.364 -2.961 4.423 0.36
C 1.606 3.013 -4.299 -0.64
C 0.916 2.338 -5.492 -0.17
O -0.547 2.319 -5.380 -0.57
O 1.361 2.290 -3.084 -0.14
H 1.273 4.030 -4.209 0.30
H 2.691 3.096 -4.467 0.42
H 1.335 1.330 -5.627 0.07
H 1.186 2.785 -6.427 0.46
H -0.769 1.919 -4.524 0.37
H 1.835 1.433 -3.084 -0.06
C 2.168 2.994 4.483 -0.47
C 2.385 2.063 3.305 -0.11
O 3.087 2.681 2.259 -0.60
O 3.396 3.518 4.795 -0.58
H 1.677 2.410 5.298 0.40
H 1.447 3.769 4.242 0.10
H 1.377 1.852 2.901 -0.02
H 2.812 1.118 3.656 0.62
H 3.899 3.092 2.586 0.29
H 3.474 3.867 5.684 0.33
C 4.118 -2.462 -3.811 -0.33
C 4.078 -1.121 -4.384 -0.08
O 3.177 -0.909 -5.421 -0.60
O 2.869 -2.869 -3.386 -0.49
H 4.765 -2.485 -2.940 0.16
H 4.509 -3.221 -4.507 0.32
H 5.076 -0.960 -4.807 0.44
H 3.951 -0.316 -3.599 -0.07
H 2.279 -1.151 -5.101 0.33
H 2.726 -2.542 -2.506 0.18
C 1.137 -3.023 2.708 0.99
C 1.068 -3.609 4.075 -0.70
O 2.286 -4.247 4.520 -0.59
O 2.017 -1.891 2.753 -0.59
H 0.163 -2.681 2.342 -0.48
H 1.536 -3.822 2.055 0.18
H 0.206 -4.327 4.132 0.27
H 0.723 -2.839 4.728 0.43
H 3.079 -3.946 4.062 0.36
H 1.692 -1.351 2.036 -0.28
C -0.392 -0.721 -0.390 0.73
C 0.041 -0.235 -1.733 0.24
O 1.453 -0.443 -1.994 0.76
O 0.532 -0.287 0.633 2.68
H -0.387 -1.803 -0.324 -1.41
H -1.379 -0.249 -0.191 -0.50
H -0.147 0.823 -1.868 -0.21
H -0.563 -0.731 -2.462 0.30
H 1.893 -1.097 -1.395 -0.57
H 1.433 -0.046 0.335 -0.43
```

Properties
Kohn-Sham gap	0.2958	hartree


In order of appearance, calculated total energy = -13930.7498 -70783.3635 -81369.2068 eV.